Here is 12 unconnected molecules or ions with the total composition C44H123N11O12 from the Open Molecules 2025 dataset. Energies are from ωB97M-V/def2-TZVPD.

```
190
Properties=species:S:1:pos:R:3:forces:R:3
C -3.025 5.185 0.260 -0.01 -0.82 0.38
O -4.386 5.042 -0.197 0.61 0.54 1.20
C -5.137 4.148 0.620 0.24 -1.13 -0.52
C -4.598 2.688 0.603 -1.66 -1.75 -1.76
C -4.908 1.950 -0.771 1.31 1.94 0.10
N -5.322 1.810 1.522 -0.44 0.48 0.32
H -2.491 4.261 0.039 0.29 0.07 -0.25
H -2.932 5.298 1.340 -0.51 0.03 0.31
H -2.456 6.030 -0.130 -0.71 0.04 -0.67
H -5.302 4.341 1.680 0.94 1.06 0.43
H -6.167 4.221 0.272 0.01 -0.41 -0.61
H -3.536 2.606 0.834 0.06 0.35 -0.04
H -5.949 2.112 -1.051 -0.09 -0.06 0.15
H -4.668 0.887 -0.808 0.06 0.08 0.35
H -4.301 2.478 -1.505 -0.06 -0.23 -0.49
H -5.667 2.321 2.322 0.43 -0.05 0.40
H -6.183 1.563 1.056 -0.14 -0.45 -0.18
C -0.695 -3.905 -1.249 0.69 -0.35 0.94
O -1.818 -4.172 -0.394 0.48 1.42 -2.07
C -2.898 -3.357 -0.874 -1.18 -0.40 0.77
C -4.050 -3.635 0.087 -0.71 0.26 -0.25
C -5.377 -3.035 -0.347 -0.49 0.15 -0.10
N -3.706 -3.201 1.447 0.00 -1.15 -0.29
H -0.349 -2.874 -1.164 -0.19 0.34 0.12
H -0.829 -4.101 -2.313 -0.58 -0.23 -0.04
H 0.142 -4.516 -0.911 -0.10 -0.17 0.07
H -2.768 -2.275 -0.864 0.94 0.26 0.39
H -3.160 -3.547 -1.915 0.07 -0.68 -0.20
H -4.192 -4.716 0.096 0.06 -0.16 0.18
H -6.168 -3.268 0.367 0.19 -0.11 0.26
H -5.749 -3.426 -1.294 0.28 -0.03 -0.22
H -5.373 -1.947 -0.416 0.28 0.16 -0.05
H -3.333 -2.263 1.428 -0.05 0.54 -0.21
H -2.884 -3.768 1.599 0.32 -0.12 0.73
C 3.545 -0.540 -2.309 -0.34 -0.51 0.52
O 2.906 -1.397 -3.257 0.82 0.71 0.30
C 3.856 -2.023 -4.106 -1.14 0.70 -0.17
C 3.041 -2.960 -5.002 1.09 -0.97 -0.74
C 2.273 -4.054 -4.278 -0.38 0.91 1.09
N 4.022 -3.600 -5.894 0.61 -0.04 -0.09
H 4.439 0.013 -2.597 -0.15 0.16 -1.03
H 3.947 -1.156 -1.505 -0.35 -0.07 0.47
H 2.788 0.160 -1.957 0.12 -0.08 0.20
H 4.352 -1.237 -4.674 -0.04 0.01 -0.58
H 4.686 -2.452 -3.545 -0.17 -0.82 0.30
H 2.409 -2.364 -5.661 -0.29 0.18 0.31
H 2.979 -4.660 -3.710 0.05 -0.31 -0.21
H 1.641 -4.658 -4.929 0.28 -0.03 -0.17
H 1.621 -3.622 -3.519 -0.22 0.08 0.04
H 4.706 -4.025 -5.286 0.55 0.08 0.16
H 3.647 -4.429 -6.332 -0.55 0.10 -0.37
C -0.668 -1.646 -4.342 -0.66 0.26 0.03
O -1.218 -0.963 -5.467 0.43 0.08 0.10
C -0.580 -1.358 -6.698 -0.68 -0.27 0.48
C -1.446 -0.883 -7.855 0.31 1.97 -1.81
C -0.991 -1.320 -9.326 -0.09 -0.71 1.46
N -1.356 0.601 -7.929 0.07 0.09 0.42
H 0.407 -1.536 -4.200 0.32 -0.34 -0.64
H -1.035 -2.671 -4.391 0.55 -0.35 0.13
H -1.039 -1.233 -3.404 -0.59 0.32 -0.20
H 0.389 -0.858 -6.715 0.33 -0.18 -0.33
H -0.464 -2.441 -6.698 0.16 -0.25 -0.03
H -2.505 -0.990 -7.619 0.03 -1.00 -0.24
H -1.075 -2.395 -9.488 0.15 -0.17 0.19
H 0.055 -1.037 -9.441 0.14 -0.08 0.10
H -1.500 -0.870 -10.178 -0.45 0.42 0.63
H -1.735 0.983 -7.074 -0.58 -0.04 0.23
H -0.387 0.847 -7.786 0.58 0.15 -0.47
C 3.125 -4.600 5.858 -0.80 -0.15 1.17
O 2.039 -4.267 4.980 2.14 0.06 0.07
C 0.895 -4.962 5.327 -1.48 -0.73 -1.11
C -0.254 -4.486 4.382 1.50 0.98 0.06
C -0.367 -2.976 4.384 1.01 0.77 -0.04
N -1.527 -4.889 4.787 -2.23 -1.83 1.57
H 4.117 -4.193 5.663 -0.47 0.42 -0.81
H 3.261 -5.668 6.025 -0.18 -0.36 -0.62
H 2.816 -4.255 6.845 0.19 0.31 0.32
H 1.052 -6.028 5.160 -0.02 -0.33 0.04
H 0.666 -4.858 6.388 -0.32 0.40 0.24
H -0.179 -4.964 3.405 0.93 0.43 -0.30
H -0.749 -2.669 5.357 0.06 -0.06 0.24
H -1.149 -2.662 3.693 0.29 0.13 -0.35
H 0.567 -2.426 4.268 -0.12 0.02 -0.55
H -1.681 -4.460 5.688 -0.32 -0.18 0.48
H -2.184 -4.394 4.201 -0.38 -0.29 -0.28
C 2.095 1.173 -5.508 -0.79 -1.03 0.29
O 1.191 1.903 -6.301 0.35 0.30 -1.56
C 0.181 2.608 -5.645 0.54 0.68 1.54
C -0.674 3.543 -6.489 0.65 0.18 -2.08
C 0.028 4.604 -7.347 0.44 -0.05 -0.16
N -1.629 4.298 -5.718 0.02 -0.41 1.32
H 2.719 0.503 -6.099 -0.24 0.23 -0.61
H 1.462 0.509 -4.919 0.35 -0.15 0.74
H 2.814 1.718 -4.897 -0.38 0.64 0.22
H -0.464 1.996 -5.013 -0.51 -0.99 -0.44
H 0.640 3.169 -4.831 0.44 0.90 0.06
H -1.287 2.987 -7.198 0.24 -0.47 -0.01
H -0.774 5.041 -7.943 0.19 0.30 0.02
H 0.835 4.329 -8.025 -0.22 -0.73 0.01
H 0.500 5.371 -6.733 -0.25 0.21 0.30
H -1.834 3.679 -4.946 -0.93 -0.10 0.41
H -1.122 5.032 -5.245 0.11 0.54 0.01
C -7.056 3.542 4.061 -0.92 0.52 -0.37
O -5.921 2.770 3.976 0.50 -0.99 0.70
C -5.499 2.318 5.251 0.90 0.61 -0.12
C -4.237 1.453 5.114 0.18 2.28 0.74
C -2.996 2.283 4.792 0.36 0.35 0.93
N -4.253 0.450 4.117 -0.29 -1.32 0.07
H -7.868 2.939 4.469 -0.30 0.25 0.22
H -7.331 3.855 3.054 -0.05 -0.02 -0.07
H -6.876 4.448 4.640 -0.15 0.08 0.31
H -5.307 3.234 5.810 0.54 0.09 0.40
H -6.217 1.806 5.891 -0.81 -0.39 -0.70
H -4.117 1.116 6.144 0.30 -0.75 -0.11
H -2.805 2.996 5.594 0.00 0.19 -0.01
H -3.012 2.848 3.860 -0.29 -0.20 -0.17
H -2.139 1.609 4.788 0.06 0.04 -0.19
H -4.988 -0.231 4.236 -0.28 -0.08 -0.09
H -4.395 0.919 3.234 -0.15 -0.23 -0.51
C 0.000 1.858 -1.813 -0.43 -1.60 0.78
O -0.257 1.392 -0.434 1.47 1.35 -1.52
C -1.362 0.540 -0.256 -0.32 1.35 -0.02
C -1.517 0.322 1.263 0.37 -0.38 -0.11
C -0.313 -0.363 1.908 0.31 0.95 0.01
N -2.735 -0.384 1.591 0.09 -0.88 -0.78
H 0.907 2.461 -1.868 -0.19 0.05 0.50
H -0.825 2.344 -2.333 -0.42 0.57 0.69
H 0.147 0.997 -2.464 0.37 -0.45 0.06
H -2.209 1.127 -0.610 -0.70 -0.20 -0.01
H -1.289 -0.313 -0.930 0.09 -0.67 0.45
H -1.663 1.288 1.746 0.80 0.71 -0.33
H 0.023 -1.281 1.429 -0.38 -0.13 0.10
H -0.490 -0.489 2.977 -0.21 -0.48 -0.04
H 0.531 0.327 1.899 0.14 0.03 -0.30
H -2.768 -0.466 2.597 -0.36 0.06 0.13
H -3.525 0.160 1.276 -0.40 0.06 0.24
C 3.823 2.115 0.490 -0.51 0.43 -0.90
O 4.761 2.327 -0.600 -0.46 0.42 0.75
C 4.772 3.703 -1.054 0.59 -0.36 0.51
C 5.849 3.900 -2.128 -0.51 -0.85 -0.80
C 5.891 5.311 -2.700 0.56 -0.34 1.43
N 5.599 2.937 -3.240 -0.31 0.30 0.94
H 3.995 2.681 1.406 0.75 0.13 -0.04
H 3.702 1.063 0.749 0.56 0.01 -0.32
H 2.831 2.443 0.177 -0.25 0.03 -0.25
H 3.803 3.976 -1.473 -0.34 -0.02 -0.05
H 4.977 4.346 -0.199 -0.02 0.18 0.15
H 6.821 3.598 -1.739 0.02 0.31 0.37
H 5.740 5.977 -1.850 0.04 0.45 -0.16
H 5.121 5.507 -3.446 0.21 -0.09 -0.09
H 6.920 5.431 -3.039 -0.33 0.46 -0.55
H 5.084 2.260 -2.696 0.04 -1.20 -0.50
H 4.866 3.362 -3.789 -0.15 0.13 -0.51
C 6.807 -0.848 1.675 0.32 -1.57 0.22
O 5.881 -1.871 2.054 -0.77 0.55 -0.18
C 4.624 -1.862 1.381 -0.20 -0.47 -0.19
C 3.672 -2.833 2.086 0.36 0.37 -0.52
C 2.501 -3.327 1.203 0.35 -0.35 -0.24
N 3.225 -2.250 3.334 -0.34 0.39 -0.15
H 6.450 0.179 1.749 -0.16 -0.06 0.29
H 7.208 -1.025 0.677 -0.28 0.07 -0.39
H 7.630 -1.115 2.338 0.18 0.88 0.13
H 4.206 -0.857 1.336 -0.05 0.14 0.07
H 4.725 -2.260 0.371 0.34 0.19 -0.38
H 4.357 -3.648 2.318 -0.16 -0.75 -0.28
H 1.775 -2.596 0.845 0.05 0.46 0.64
H 1.971 -4.150 1.682 -0.18 0.21 0.36
H 2.817 -3.775 0.261 0.67 -0.05 -0.02
H 2.672 -2.935 3.829 -0.08 0.02 0.17
H 4.059 -2.082 3.878 0.06 0.21 0.27
C 2.461 -0.856 7.278 -0.34 -0.52 -1.11
O 2.212 0.311 6.498 0.50 0.54 0.04
C 1.225 0.155 5.470 -0.70 -0.63 0.08
C 0.798 1.486 4.844 -0.74 -0.32 1.10
C 1.782 2.135 3.983 1.77 0.68 -1.35
N 0.523 2.424 5.943 0.04 -0.03 0.85
H 3.109 -0.788 8.152 -0.37 1.31 0.18
H 3.054 -1.564 6.700 -0.41 -0.42 -0.54
H 1.485 -1.263 7.542 0.11 -0.44 0.26
H 1.480 -0.597 4.723 0.62 0.09 -0.12
H 0.289 -0.194 5.905 -0.13 -0.41 0.51
H -0.097 1.314 4.245 -0.15 -0.30 0.16
H 2.290 1.441 3.313 -0.02 -0.27 -0.05
H 2.557 2.617 4.579 0.03 0.03 0.03
H 1.334 2.896 3.344 -0.12 0.14 0.14
H 1.099 1.995 6.652 1.03 0.75 0.53
H -0.335 2.282 6.457 -1.03 -0.14 -0.77
O -2.564 -1.018 6.134 0.43 -0.12 0.57
H -2.845 -0.493 5.384 -0.24 0.18 -0.65
H -3.231 -1.701 6.212 -0.15 -0.19 0.00
```
Forces are in eV/Å.

Calculated values
SMILES: COC[C@H](C)N.COC[C@H](C)N.COC[C@H](C)N.COC[C@H](C)N.COC[C@H](C)N.COC[C@H](C)N.COC[C@H](C)N.COC[C@H](C)N.COC[C@H](C)N.COC[C@H](C)N.COC[C@H](C)N.O
DFT total energy in eV: -88574.634
Energy relative to the best compared isomer or geometry (same formula, charge and spin) in eV: 3.930
Gap between HOMO and LUMO in eV: 9.142
Charge: 0
E_LUMO in hartree: 0.0149
Highest occupied orbital energy in eV: -8.735
Molecular weight in u: 998.5